A molecular structure, C3H6N2OS in a non-equilibrium geometry, computed with ωB97M-V/def2-TZVPD.

Each line ends with the Löwdin charge.
Cartesian coordinates (Å):
S1 -0.284 1.417 -1.302  0.8135
O1 -0.641 -0.560 0.644  -0.0583
N1 -1.881 1.969 -0.730  -0.3865
N2 1.604 -1.856 0.171  -0.1156
C1 1.393 -0.758 -0.641  -0.4248
C2 -1.867 1.936 0.739  -0.1203
C3 0.121 -0.071 -0.175  -0.6465
H1 -3.077 2.092 0.902  0.0945
H2 -0.966 1.382 1.654  0.1856
H3 0.724 -1.514 1.190  0.2320
H4 2.222 0.006 -0.351  0.1433
H5 1.330 -1.188 -1.661  0.1278
H6 1.322 -2.855 -0.441  0.1551

As for the total energy: -700.5999 hartree. For the orbital gap, the calculation gives 8.8 eV. As for the spin multiplicity: 1. The energy above the lowest of the compared OMol25 structures with the same formula, charge and spin is 181.57 kcal/mol. For the strongest force on any atom, the calculation gives 7.884 eV Å⁻¹.

***

2 unconnected molecules or ions with the total composition C3H6N2OS in a non-equilibrium geometry, computed with ωB97M-V/def2-TZVPD.

Each line ends with the Löwdin charge.
Cartesian coordinates (Å):
S1 3.077 0.013 -1.293  0.8677
O1 2.132 -0.976 -0.758  -0.5449
N1 3.693 0.732 -0.104  -0.3097
N2 -0.755 0.040 -0.797  -0.0273
C1 -0.584 -0.289 0.506  -0.3131
C2 -1.567 -0.580 1.364  -0.0054
C3 -1.766 0.677 -1.246  -0.0187
H1 0.357 -0.554 0.915  0.0610
H2 3.333 0.476 0.794  -0.0066
H3 -2.657 -0.484 1.097  0.0667
H4 -1.196 -1.178 2.287  0.0831
H5 -2.250 1.354 -0.481  0.0997
H6 -1.816 0.768 -2.285  0.0475

As for the total energy: -700.7243 hartree. For the orbital gap, the calculation gives 8.1 eV. As for the spin multiplicity: 1. The energy above the lowest of the compared OMol25 structures with the same formula, charge and spin is 103.50 kcal/mol. For the strongest force on any atom, the calculation gives 4.033 eV Å⁻¹.

***

A molecular structure, C3H6N2OS in a non-equilibrium geometry, computed with ωB97M-V/def2-TZVPD.

Each line ends with the Löwdin charge.
Cartesian coordinates (Å):
S1 2.259 -1.258 -0.082  0.7599
O1 -0.167 -0.611 -0.415  -0.2281
N1 -1.496 -0.455 -0.273  -0.0127
N2 1.780 0.396 0.017  -0.3019
C1 0.509 0.567 -0.273  -0.5423
C2 -0.053 1.932 0.071  -0.0459
C3 -1.963 -1.691 0.071  0.0223
H1 -3.019 -1.891 0.120  0.0340
H2 -0.305 1.962 1.165  0.0904
H3 -1.236 -2.607 0.721  0.1758
H4 -0.830 2.169 -0.780  0.1075
H5 1.004 2.516 -0.176  0.1362
H6 3.516 -1.028 -0.166  -0.1953

As for the total energy: -700.6700 hartree. For the orbital gap, the calculation gives 8.7 eV. As for the spin multiplicity: 1. The energy above the lowest of the compared OMol25 structures with the same formula, charge and spin is 137.53 kcal/mol. For the strongest force on any atom, the calculation gives 6.802 eV Å⁻¹.

***

A single C3H6N2OS molecule in a non-equilibrium geometry, computed with ωB97M-V/def2-TZVPD.

Each line ends with the Löwdin charge.
Cartesian coordinates (Å):
S1 -0.669 -1.181 -0.937  0.9372
O1 0.702 1.255 -0.194  -0.1695
N1 1.955 -1.879 -0.390  0.0855
N2 1.189 0.107 0.463  -0.0357
C1 -0.690 1.411 0.143  -0.2208
C2 0.991 -1.037 -0.337  -0.7397
C3 -1.484 0.050 0.152  -0.4197
H1 -0.770 1.815 1.133  0.1012
H2 2.205 0.232 0.613  0.1473
H3 -1.506 -0.333 1.177  0.0730
H4 1.642 -2.697 -0.905  0.0326
H5 -1.066 2.128 -0.627  0.1321
H6 -2.499 0.129 -0.290  0.0767

As for the total energy: -700.7785 hartree. For the orbital gap, the calculation gives 9.8 eV. As for the spin multiplicity: 1. Its SMILES is [H]/N=C1/NOCCS1. The energy above the lowest of the compared OMol25 structures with the same formula, charge and spin is 69.48 kcal/mol. For the strongest force on any atom, the calculation gives 1.494 eV Å⁻¹.